No. 1
Computed, not measured: the ion C9H14N2 with charge +2 in a non-equilibrium geometry, with ωB97M-V/def2-TZVPD.

```
25
C9H14N2 | the Open Molecules 2025 dataset | ωB97M-V/def2-TZVPD
C 2.06014 0.92314 -0.59685
C 1.59190 2.19149 -0.62348
C 0.04128 0.94251 0.70879
C -1.33026 0.55100 0.37294
C 1.22899 0.11000 0.22027
C 0.35394 2.37205 0.16314
C -2.74550 0.98630 0.46912
C 2.53190 -1.95541 0.17825
C -2.55777 -1.43925 -0.75006
N 1.42253 -1.12195 0.57798
N -2.19108 -0.23941 -0.11704
H 2.94194 0.57581 -1.10566
H 2.05485 3.01616 -1.14253
H 0.06404 0.98188 1.80916
H 0.51640 3.09022 0.97101
H -0.44466 2.78702 -0.45600
H -3.28226 0.89270 1.40590
H -3.13665 1.73416 -0.20986
H 3.48168 -1.43300 0.29659
H 2.43556 -2.24760 -0.86957
H 2.54367 -2.85303 0.79106
H -2.00346 -1.57019 -1.68425
H -2.35332 -2.29962 -0.10343
H -3.62643 -1.41211 -0.96700
H 0.76537 -1.55735 1.21947
```

As for the largest force on an atom: 2.4 eV Å⁻¹. Its spin multiplicity is 1. The value obtained for the relative energy (zero: lowest compared OMol25 entry of this formula, charge and spin) is 0.0 kcal per mole. Its total charge is +2. Its frontier orbital gap is 9.7405 eV. The calculation puts the total energy at -460.144312 hartree.

Population analysis type Löwdin, resulting atomic charges in e: C 0.045; C 0.066; C -0.102; C -0.021; C -0.146; C -0.068; C 0.096; C 0.002; C 0.037; N 0.085; N 0.039; H 0.138; H 0.151; H 0.198; H 0.157; H 0.147; H 0.137; H 0.136; H 0.115; H 0.119; H 0.114; H 0.124; H 0.124; H 0.126; H 0.182

=====

No. 2
Computed, not measured: a structure of composition C9H17NNaO4, with ωB97M-V/def2-TZVPD.

```
32
C9H17NNaO4 | the Open Molecules 2025 dataset | ωB97M-V/def2-TZVPD
Na -0.31816 1.00968 0.06462
C -1.81309 -1.27144 -1.24195
C -0.89007 -1.92950 -0.23130
O -0.68063 -1.09079 0.90185
C 0.49583 -1.43283 1.62803
C 1.08777 -0.22909 2.33496
O 1.51851 0.81359 1.45989
C 2.67151 0.52120 0.67408
C 2.41167 0.71046 -0.81117
O 1.30728 -0.11899 -1.12822
C 0.96295 -0.36441 -2.48169
C -0.47850 0.07647 -2.79185
O -1.38974 0.00450 -1.70729
H -2.79183 -1.10392 -0.79024
H -1.94079 -1.96327 -2.08152
H 0.07392 -2.15578 -0.69215
H -1.34732 -2.87589 0.07814
H 1.23400 -1.84455 0.93376
H 0.27042 -2.20180 2.37411
H 1.92829 -0.57932 2.94259
H 0.35656 0.22467 3.00480
H 2.98994 -0.51057 0.83796
H 3.48541 1.18216 0.98290
H 3.31190 0.39839 -1.35047
H 2.20399 1.75989 -1.05125
H 1.06625 -1.44084 -2.64805
H 1.64417 0.14113 -3.17039
H -0.83452 -0.53067 -3.63126
H -0.49954 1.12376 -3.09310
N -0.56934 4.46250 -1.34674
C -0.32644 3.37925 -1.02953
H -0.76373 5.40040 -1.63865
```

As for the largest force on an atom: 0.5 eV Å⁻¹. Its spin multiplicity is 1. Its total charge is +1. Its frontier orbital gap is 11.2139 eV. The calculation puts the total energy at -870.913274 hartree.

Population analysis type Löwdin, resulting atomic charges in e: Na 0.409; C -0.137; C -0.163; O -0.147; C -0.164; C -0.146; O -0.159; C -0.145; C -0.154; O -0.196; C -0.138; C -0.149; O -0.174; H 0.142; H 0.143; H 0.116; H 0.146; H 0.122; H 0.146; H 0.143; H 0.142; H 0.135; H 0.142; H 0.144; H 0.125; H 0.132; H 0.139; H 0.138; H 0.122; N 0.136; C 0.048; H 0.102

=====

No. 3
Computed, not measured: a cluster of 3 separate species, C3H9NO2 in total in a non-equilibrium geometry, with ωB97M-V/def2-TZVPD.

```
15
C3H9NO2 | the Open Molecules 2025 dataset | ωB97M-V/def2-TZVPD
C 1.09548 -0.01013 1.30023
C 1.68614 -1.14848 0.69660
C -1.08768 -0.67539 0.99368
N -0.26182 0.32227 1.21424
H 1.63095 0.60793 1.88939
H 0.99226 -1.81110 0.18031
H 2.77285 -1.25135 0.69330
H -2.03333 -0.44876 0.42851
H -0.91762 -1.65278 1.33647
H 0.51941 2.72128 -1.02467
H -0.13277 1.61205 -0.28830
O -0.19436 2.05063 -1.09826
H -1.17638 0.49233 -1.61415
H -1.17708 -0.54301 -2.73789
O -1.71606 -0.26549 -1.96946
```

As for the largest force on an atom: 5.5 eV Å⁻¹. Its spin multiplicity is 1. The value obtained for the relative energy (zero: lowest compared OMol25 entry of this formula, charge and spin) is 71.5 kcal per mole. Its total charge is 0. Its frontier orbital gap is 9.1481 eV. The calculation puts the total energy at -324.858592 hartree.

Population analysis type Löwdin, resulting atomic charges in e: C -0.222; C 0.045; C 0.006; N -0.039; H 0.049; H 0.041; H 0.045; H 0.089; H 0.061; H 0.075; H -0.056; O -0.050; H 0.005; H 0.050; O -0.099

=====

No. 4
Computed, not measured: the ion C3H9N2OS2 with charge +2 in a non-equilibrium geometry, with ωB97M-V/def2-TZVPD.

```
17
C3H9N2OS2 | the Open Molecules 2025 dataset | ωB97M-V/def2-TZVPD
S -0.33355 0.65232 3.27154
S -0.44478 -0.21537 1.39397
C 0.81443 0.38518 0.19602
C 0.22287 0.59810 -1.13987
C -0.18298 -0.73597 -1.94829
N -1.13319 -1.57573 -1.48783
O 0.40219 -1.00624 -2.97831
N 1.12880 1.20800 -2.32293
H 0.81202 0.23437 4.04188
H 1.32176 1.38362 0.60381
H 1.70791 -0.33976 0.33678
H -0.70987 1.12855 -1.39888
H -1.77026 -1.48716 -0.69833
H -1.13242 -2.53856 -1.86080
H 1.90960 1.44809 -1.81976
H 1.40740 0.38695 -3.20126
H 0.59456 1.93283 -2.79700
```

As for the largest force on an atom: 6.6 eV Å⁻¹. Its spin multiplicity is 2. Its total charge is +2. Its frontier orbital gap (alpha / beta) is 9.1499 / 5.8032 eV. The calculation puts the total energy at -1100.065537 hartree.

Population analysis type Löwdin, resulting atomic charges in e: S 0.633; S 0.709; C -0.432; C -0.223; C -0.465; N 0.198; O 0.080; N 0.204; H -0.009; H 0.158; H 0.150; H 0.173; H 0.103; H 0.163; H 0.103; H 0.287; H 0.167

=====

No. 5
Computed, not measured: a cluster of 8 separate species, C16H52N4O8 in total in a non-equilibrium geometry, with ωB97M-V/def2-TZVPD.

```
80
C16H52N4O8 | the Open Molecules 2025 dataset | ωB97M-V/def2-TZVPD
O -0.13089 -0.18954 -0.58232
H -0.45196 -0.61336 -1.37826
H -0.17800 0.74718 -0.77348
O -1.39357 -2.87535 -3.72359
H -1.91891 -3.65217 -3.53174
H -1.20049 -2.94117 -4.65880
O -1.07165 -5.21220 1.07925
H -1.39669 -5.51765 0.23233
H -0.46158 -4.50729 0.86211
O -1.01612 4.08107 -0.13652
H -0.80176 4.83572 -0.68499
H -1.69108 4.40277 0.46112
C -0.85547 2.06010 5.33883
C -0.78156 0.48938 5.58473
C -0.93739 -0.03414 7.09025
O -2.10888 0.58918 7.64189
C -1.82975 1.47534 8.75257
N -1.86957 0.06471 4.76199
H -0.03137 2.53100 5.87474
H -1.80376 2.48281 5.67073
H -0.71816 2.14744 4.26105
H 0.14832 0.02743 5.25300
H -0.05300 0.24449 7.66323
H -1.04426 -1.10215 7.28005
H -1.28885 2.35075 8.39316
H -1.54403 1.07095 9.72361
H -2.83009 1.86051 8.95023
H -1.52046 -0.88160 4.70993
H -1.74810 0.39161 3.81410
C 4.79745 -5.35016 6.06575
C 3.84188 -4.70416 5.02056
C 4.54869 -4.89158 3.60078
O 3.56187 -4.43512 2.63522
C 3.98118 -3.31562 1.79490
N 2.58032 -5.41511 5.03869
H 4.30180 -5.56072 7.01343
H 5.64231 -4.70502 6.30677
H 5.18832 -6.29661 5.69218
H 3.65892 -3.66225 5.28332
H 4.61205 -5.94922 3.34490
H 5.61261 -4.66683 3.67592
H 3.33350 -3.23757 0.92168
H 4.95377 -3.53135 1.35261
H 3.93513 -2.41994 2.41438
H 2.71350 -6.40390 5.19571
H 2.21565 -5.36164 4.09834
C -4.27458 2.32612 -5.21477
C -5.50318 3.24282 -4.83992
C -5.96813 4.19361 -5.92491
O -7.15427 5.01975 -5.63635
C -6.98520 6.14450 -4.69702
N -6.46446 2.26430 -4.35846
H -3.90758 1.85333 -4.30379
H -3.61223 2.98963 -5.77077
H -4.56364 1.48418 -5.84380
H -5.29956 3.98470 -4.06775
H -6.12326 3.69331 -6.88080
H -5.09360 4.81688 -6.11155
H -6.10411 6.73659 -4.94442
H -6.77874 5.84318 -3.67004
H -7.84547 6.81246 -4.74015
H -6.89644 1.77284 -5.12785
H -6.01776 1.44743 -3.96694
C 5.03702 1.78301 -4.16249
C 3.73408 1.75842 -5.02511
C 3.11153 0.34609 -4.76493
O 3.60532 -0.64387 -5.73084
C 3.20006 -1.99596 -5.50042
N 2.93198 2.73236 -4.37622
H 4.91118 1.44258 -3.13469
H 5.57209 2.72039 -4.31460
H 5.69542 0.95201 -4.41556
H 3.83447 2.02893 -6.07622
H 2.04303 0.34062 -4.98032
H 3.10247 0.05689 -3.71404
H 3.74525 -2.79755 -5.99873
H 2.13873 -2.08196 -5.73343
H 3.43675 -2.25378 -4.46813
H 3.42330 3.52883 -3.99632
H 2.12005 3.03818 -4.89328
```

As for the largest force on an atom: 2.8 eV Å⁻¹. Its spin multiplicity is 1. The value obtained for the relative energy (zero: lowest compared OMol25 entry of this formula, charge and spin) is 118.8 kcal per mole. Its total charge is 0. Its frontier orbital gap is 9.0246 eV. The calculation puts the total energy at -1461.502005 hartree.

Population analysis type Löwdin, resulting atomic charges in e: O -0.055; H 0.020; H 0.025; O -0.053; H 0.028; H 0.027; O -0.051; H 0.024; H 0.026; O -0.053; H 0.027; H 0.029; C -0.052; C -0.416; C -0.162; O -0.211; C -0.103; N 0.015; H 0.064; H 0.076; H 0.064; H 0.120; H 0.107; H 0.116; H 0.080; H 0.083; H 0.080; H 0.072; H 0.067; C -0.080; C -0.409; C -0.178; O -0.225; C -0.073; N 0.026; H 0.072; H 0.070; H 0.071; H 0.129; H 0.114; H 0.117; H 0.078; H 0.079; H 0.086; H 0.067; H 0.058; C -0.056; C -0.428; C -0.188; O -0.189; C -0.082; N 0.017; H 0.074; H 0.066; H 0.073; H 0.122; H 0.124; H 0.113; H 0.074; H 0.074; H 0.082; H 0.070; H 0.055; C -0.071; C -0.409; C -0.170; O -0.208; C -0.113; N 0.004; H 0.079; H 0.074; H 0.071; H 0.137; H 0.107; H 0.119; H 0.080; H 0.078; H 0.079; H 0.071; H 0.076

=====

No. 6
Computed, not measured: a structure of composition C18H15PS4SnTe4, with ωB97M-V/def2-TZVPD.

```
43
C18H15PS4SnTe4 | the Open Molecules 2025 dataset | ωB97M-V/def2-TZVPD
Sn -0.32986 3.43432 -1.05162
Te 3.11772 3.35809 -0.21879
Te 8.51623 0.45988 1.86036
Te 6.97825 2.62746 1.32985
Te 4.50553 1.40990 1.08902
S 1.14740 3.90864 0.92194
S -1.55251 5.22171 0.49530
S -3.42509 4.37283 0.18030
S -2.94741 3.34344 -1.50642
C -4.06670 -0.35426 1.99369
C -3.58500 0.93278 1.82911
C -2.33027 1.12813 1.25610
C -1.55954 0.04905 0.84027
C -2.04997 -1.24564 1.03485
C -3.29236 -1.44494 1.60850
P -0.00444 0.38824 -0.06706
C -0.30577 -0.33083 -1.71241
C -1.58580 -0.44870 -2.25507
C -1.75432 -0.62982 -3.62347
C -0.65337 -0.68149 -4.46178
C 0.62938 -0.57840 -3.93654
C 0.79668 -0.39314 -2.57268
C 1.08353 -0.85250 0.73139
C 1.36652 -2.10876 0.19816
C 2.20054 -2.98716 0.87623
C 2.75764 -2.62263 2.09354
C 2.48460 -1.37314 2.62993
C 1.66072 -0.49118 1.94798
H -5.04843 -0.51691 2.42391
H -4.16755 1.79865 2.11248
H -1.96942 2.14780 1.16698
H -1.44721 -2.09619 0.73665
H -3.66351 -2.45281 1.75428
H -2.45135 -0.37618 -1.60994
H -2.75341 -0.71042 -4.03280
H -0.79728 -0.76634 -5.53272
H 1.49459 -0.61057 -4.58593
H 1.79623 -0.28543 -2.16336
H 0.93860 -2.39719 -0.75321
H 2.42369 -3.95629 0.44612
H 3.42249 -3.30171 2.61255
H 2.94243 -1.06690 3.56151
H 1.47778 0.49862 2.35278
```

As for the largest force on an atom: 0.9 eV Å⁻¹. Its spin multiplicity is 1. The value obtained for the relative energy (zero: lowest compared OMol25 entry of this formula, charge and spin) is 2.5 kcal per mole. Its total charge is -2. Its frontier orbital gap is 5.2599 eV. The calculation puts the total energy at -3915.575517 hartree.

Population analysis type Löwdin, resulting atomic charges in e: Sn 0.253; Te 0.076; Te -0.490; Te -0.304; Te -0.059; S -0.483; S -0.219; S -0.283; S -0.253; C -0.100; C -0.080; C -0.122; C -0.363; C -0.097; C -0.102; P 1.021; C -0.393; C -0.083; C -0.090; C -0.107; C -0.087; C -0.110; C -0.369; C -0.102; C -0.091; C -0.093; C -0.115; C -0.162; H 0.092; H 0.093; H 0.036; H 0.102; H 0.092; H 0.100; H 0.098; H 0.092; H 0.099; H 0.112; H 0.095; H 0.095; H 0.098; H 0.105; H 0.097

=====

No. 7
Computed, not measured: an isolated molecule of C3H4ClFO in a non-equilibrium geometry, with ωB97M-V/def2-TZVPD.

```
10
C3H4ClFO | the Open Molecules 2025 dataset | ωB97M-V/def2-TZVPD
C 0.55590 -0.04695 0.80949
C 0.28280 -0.35038 -0.66002
C -0.87669 -0.31324 -1.30046
H 0.34202 1.58306 1.88531
H 1.58482 -0.46115 1.11399
H -0.12213 -0.49514 1.49058
H 0.99521 -0.72266 -1.27868
O 0.66389 1.35202 1.01278
F -1.03664 -0.67310 -2.55999
Cl -2.38918 0.12753 -0.51301
```

As for the largest force on an atom: 3.1 eV Å⁻¹. Its spin multiplicity is 1. The value obtained for the relative energy (zero: lowest compared OMol25 entry of this formula, charge and spin) is 20.0 kcal per mole. Its total charge is 0. Its frontier orbital gap is 10.5358 eV. The calculation puts the total energy at -751.959067 hartree.

Population analysis type Löwdin, resulting atomic charges in e: C -0.261; C -0.073; C -0.707; H 0.083; H 0.134; H 0.093; H 0.080; O -0.072; F 0.041; Cl 0.682

=====

No. 8
Computed, not measured: a cluster of 2 separate species, C5H8N2O3 in total in a non-equilibrium geometry, with ωB97M-V/def2-TZVPD.

```
18
C5H8N2O3 | the Open Molecules 2025 dataset | ωB97M-V/def2-TZVPD
O -0.65036 1.57002 -0.37058
C -1.52132 1.05626 0.32162
N -1.40500 -0.17316 0.85173
C -0.23350 -1.00498 0.66106
C 0.02559 -1.29407 -0.76822
N 0.22359 -1.54406 -1.87794
C 0.98316 -0.41186 1.37439
C 2.11778 0.21725 0.70535
O 2.20682 -1.12136 1.18648
H -2.43691 1.58986 0.63203
H -2.13315 -0.50860 1.46907
H -0.45065 -1.97469 1.13143
H 0.76037 -0.15260 2.41457
H 2.10549 0.32529 -0.38253
H 2.70529 0.95442 1.25761
O -0.94262 1.01831 -3.16801
H -0.77893 1.32736 -2.26415
H -0.57566 0.12661 -3.17391
```

As for the largest force on an atom: 1.4 eV Å⁻¹. Its spin multiplicity is 1. The value obtained for the relative energy (zero: lowest compared OMol25 entry of this formula, charge and spin) is 43.0 kcal per mole. Its total charge is 0. Its frontier orbital gap is 10.5796 eV. The calculation puts the total energy at -530.508871 hartree.

Population analysis type Löwdin, resulting atomic charges in e: O 0.019; C -0.301; N 0.069; C -0.230; C -0.130; N 0.200; C -0.255; C -0.093; O -0.022; H 0.146; H 0.149; H 0.167; H 0.154; H 0.122; H 0.122; O -0.082; H -0.019; H -0.015